Density functional theory data (wB97M-V/def2-TZVPD) for 3 unconnected molecules or ions with the total composition C7H13NO at a distorted geometry.

Geometry as XYZ:
```
22
Properties=species:S:1:pos:R:3:forces:R:3
C 0.16143 -0.27741 0.03704 0.876 -0.363 1.704
C -1.02057 1.05268 -1.64390 -0.587 0.863 0.029
C -0.60963 -1.56370 -0.07198 0.030 0.083 0.003
C -0.13552 0.68896 -2.79972 0.188 -0.087 0.085
C 1.16501 -0.41575 2.27144 0.589 -0.331 0.945
C -0.35601 0.85919 0.53208 -0.796 -0.118 -1.728
N 1.97638 -1.51154 2.31159 0.003 -0.052 -0.098
C -0.82356 1.77055 1.32854 0.141 0.133 0.022
O 0.98159 0.26447 3.26226 -0.174 -0.251 -0.859
H 1.11079 -0.21230 -0.48475 -0.030 0.007 0.049
H 2.22905 -1.99547 1.46866 -0.069 0.052 0.052
H 2.47554 -1.74567 3.16664 -0.128 0.137 -0.186
H -1.10667 2.12008 -1.46193 -0.049 0.023 -0.080
H -1.98420 0.55249 -1.61122 0.039 -0.046 0.094
H -0.72909 -1.84936 -1.11986 -0.042 0.026 0.009
H -1.59241 -1.47610 0.38898 0.048 0.026 -0.018
H -0.06689 -2.36641 0.43102 -0.033 0.019 -0.050
H -1.41343 2.60617 0.97283 -0.013 -0.081 -0.022
H -0.55883 1.70666 2.38309 -0.001 -0.004 -0.128
H -0.03497 -0.39345 -2.92072 0.041 0.041 0.026
H -0.53426 1.07153 -3.75058 -0.006 -0.026 0.161
H 0.86625 1.11439 -2.68950 -0.028 -0.050 -0.011
```
Positions in Å, forces in eV/Å.

The energy above the lowest of the compared OMol25 structures with the same formula, charge and spin comes out at 142.05 kcal/mol. As for the charge: 0. The LUMO energy (spin up / spin down) is 0.410 / 0.833 eV. For the calculated total energy, the calculation gives -404.30110 Ha. The HOMO-LUMO gap (spin up / spin down) is 6.802 / 7.830 eV.

Density functional theory data (wB97M-V/def2-TZVPD) for C7H13NO2 in the gas phase at a distorted geometry.

Geometry as XYZ:
```
23
Properties=species:S:1:pos:R:3:forces:R:3
C 2.25646 1.21263 0.14729 -0.071 0.166 -0.086
C 1.24888 0.24035 0.68954 -0.649 0.767 0.637
C 0.25540 0.71615 1.76428 -0.131 0.357 0.051
C -0.49855 0.82516 0.51372 1.895 -0.089 0.652
C -1.31975 -0.20283 -0.09689 1.017 -1.085 -1.245
C -2.33946 0.22273 -1.12715 0.005 0.134 0.099
O -1.81608 -1.14678 0.81590 0.133 0.046 -0.223
C 0.14146 -0.66417 -0.84583 -3.308 -0.056 -1.194
N 0.27708 -2.05786 -0.49033 0.804 -0.367 0.626
O 0.42405 -0.22349 -1.96649 0.323 0.041 1.087
H 2.30366 1.14432 -0.94363 0.031 -0.082 -0.031
H 2.00710 2.24733 0.39690 -0.066 -0.045 0.014
H 3.25226 1.01837 0.55475 -0.065 -0.020 -0.060
H 1.67360 -0.71387 0.98229 -0.428 -0.151 -0.233
H -0.08419 -0.05731 2.44581 -0.004 0.029 -0.096
H 0.50735 1.64980 2.25999 0.016 -0.031 0.004
H -0.40480 1.73172 -0.07329 0.222 0.010 0.073
H -2.65295 -0.65002 -1.70355 0.007 0.045 0.051
H -1.91181 0.94810 -1.82055 -0.006 -0.057 0.038
H -3.22196 0.65162 -0.64588 0.039 -0.016 -0.016
H -1.40898 -1.99793 0.56133 0.120 0.270 0.102
H 0.12726 -2.61769 -1.32575 0.202 0.277 -0.007
H 1.18400 -2.27637 -0.09242 -0.085 -0.143 -0.242
```
Positions in Å, forces in eV/Å.

The energy above the lowest of the compared OMol25 structures with the same formula, charge and spin comes out at 99.96 kcal/mol. As for the charge: 0. The LUMO energy is 0.719 eV. For the calculated total energy, the calculation gives -479.63725 Ha. The HOMO-LUMO gap is 8.695 eV.

Density functional theory data (wB97M-V/def2-TZVPD) for C7H13NO2 in the gas phase at a distorted geometry.

Geometry as XYZ:
```
23
Properties=species:S:1:pos:R:3:forces:R:3
C 2.23953 -0.43309 -0.79515 0.817 0.639 -1.376
C 1.35519 -0.92834 0.30315 -0.131 -0.603 -0.721
C 0.03714 -0.16639 0.51572 1.624 0.035 -1.715
C 0.07766 1.13017 1.31388 2.773 1.101 -0.260
O 0.20416 2.15284 0.30395 -0.761 -0.716 0.041
C -0.80664 1.71877 -0.59569 0.049 0.457 1.631
N -0.51809 0.32059 -0.86034 0.458 -0.130 0.545
C -1.73538 -0.42952 -1.13508 1.382 0.060 3.805
O -2.14435 -0.73744 0.26381 -1.964 0.343 -0.510
C -0.98046 -1.08859 1.00026 -2.537 -1.177 -0.313
H 1.86892 -0.71222 -1.78686 0.099 -0.235 0.251
H 3.22259 -0.81234 -0.64426 0.832 -1.084 -0.138
H 2.51755 0.59200 -0.94708 -0.710 1.152 0.672
H 1.98135 -1.12650 1.19884 -0.865 0.247 -0.150
H 1.06006 -1.90879 -0.15115 0.104 0.385 1.046
H 1.02218 1.29229 1.94642 -1.622 -0.654 -0.512
H -0.85296 1.27817 1.84054 -0.256 0.034 0.541
H -0.73095 2.29185 -1.46584 0.014 0.938 -1.424
H -1.77634 1.92494 -0.05793 0.311 -0.521 -0.706
H -2.49001 0.20578 -1.59559 -0.069 -0.461 -0.117
H -1.49890 -1.38978 -1.57019 -0.195 -0.056 -0.766
H -1.13395 -1.01010 2.06266 -0.545 0.492 0.521
H -0.91831 -2.16429 0.85593 1.194 -0.246 -0.346
```
Positions in Å, forces in eV/Å.

The energy above the lowest of the compared OMol25 structures with the same formula, charge and spin comes out at 72.63 kcal/mol. As for the charge: 0. The LUMO energy is 0.923 eV. For the calculated total energy, the calculation gives -479.68079 Ha. The HOMO-LUMO gap is 10.118 eV.

Density functional theory data (wB97M-V/def2-TZVPD) for 2 unconnected molecules or ions with the total composition C7H13NO2P at a distorted geometry.

Geometry as XYZ:
```
24
Properties=species:S:1:pos:R:3:forces:R:3
C 3.56874 -1.03216 -1.04693 2.038 -1.467 -1.619
C 2.63782 -1.47917 -0.24678 -2.584 -2.073 2.623
C 3.89009 0.39882 -1.10798 -1.554 1.054 0.095
C -3.54684 0.88927 0.66380 -4.227 -0.338 2.024
C -4.83353 0.04111 0.20297 1.456 1.180 2.076
C 3.13039 1.12536 0.02167 -0.467 0.786 0.992
C -2.96543 -0.79484 -0.56031 3.357 -1.390 1.250
N -2.48280 0.07014 0.27252 1.719 -0.987 -1.823
O 1.35994 -0.43952 1.99609 1.013 0.158 0.111
O -4.25081 -0.89702 -0.71568 -1.985 0.215 -0.917
P 1.87309 -0.08445 0.54939 -0.019 -0.241 -1.194
H 4.13371 -1.65314 -1.77664 -0.456 0.125 0.824
H 2.24219 -2.53319 0.07704 1.048 2.010 -1.351
H 4.98603 0.61647 -1.01406 -1.153 -0.025 -1.063
H 3.21469 0.70154 -1.96384 2.108 0.205 -0.203
H -3.70139 1.88752 0.30574 1.014 0.618 -0.978
H -3.71566 1.04956 1.76134 0.881 -0.451 -0.611
H -5.21031 -0.48552 1.07858 -0.085 -0.456 -0.272
H -5.58893 0.74571 -0.09181 -0.433 -0.377 -1.258
H 3.82433 1.29062 0.86247 -0.414 0.500 -0.227
H 2.59884 2.05334 -0.36887 0.935 -0.989 0.963
H -2.31541 -1.66417 -1.00266 -1.454 1.972 0.572
H 0.69809 0.36395 -0.05043 -0.192 -0.203 -0.256
H 0.45316 -0.17023 2.15440 -0.548 0.176 0.240
```
Positions in Å, forces in eV/Å.

The energy above the lowest of the compared OMol25 structures with the same formula, charge and spin comes out at 27.68 kcal/mol. As for the charge: +1. The LUMO energy is -3.721 eV. For the calculated total energy, the calculation gives -820.79529 Ha. The HOMO-LUMO gap is 8.398 eV.

Density functional theory data (wB97M-V/def2-TZVPD) for a molecular structure, C7H13NO4 at a distorted geometry.

Geometry as XYZ:
```
25
Properties=species:S:1:pos:R:3:forces:R:3
C 0.91356 -2.39584 -0.27546 -0.736 -6.792 -0.381
C 1.27931 -1.02590 -0.03984 0.652 2.711 -0.530
C -0.32014 0.55533 -1.15656 0.367 -1.167 2.321
C -1.16450 1.24909 -2.29848 1.382 0.079 -0.876
C -0.88858 1.01342 0.25226 -2.513 1.214 -2.275
C -0.51348 0.14951 1.39098 2.865 2.236 1.205
C 0.92367 -0.38951 1.29469 2.343 3.216 1.000
H 2.01557 -3.29870 -0.04215 -3.498 2.901 -0.810
H 0.65474 -2.40713 -1.55951 0.495 -0.724 4.154
H -0.02666 -2.89556 0.61949 2.851 1.729 -3.462
H 2.34538 -0.94834 -0.33331 -0.248 0.187 0.931
H -1.01867 0.84064 -3.38958 0.099 0.761 2.111
H -2.22546 1.26483 -2.08828 -0.163 -0.966 0.296
H 0.05288 2.74818 -2.47920 -2.150 0.449 0.754
H -2.05388 1.02815 0.23156 1.713 -0.495 -0.196
H -0.81533 3.08808 -0.07500 0.613 -2.922 1.131
H -0.58615 0.72676 2.36981 0.431 0.005 -1.252
H -1.15813 -1.23880 2.45654 -1.257 0.944 -4.479
H 1.60388 0.58576 1.36320 -1.268 -1.743 -0.202
H 1.94149 -1.46331 2.64899 4.056 -1.493 0.142
N 0.70895 -0.24533 -1.18543 -2.707 1.575 -1.758
O -0.92148 2.69437 -2.18402 2.821 -1.068 -1.535
O -0.49271 2.31679 0.53353 0.460 3.222 -0.372
O -1.38311 -0.83775 1.43122 -1.935 -5.208 5.132
O 1.12885 -1.11475 2.51456 -4.675 1.347 -1.049
```
Positions in Å, forces in eV/Å.

The energy above the lowest of the compared OMol25 structures with the same formula, charge and spin comes out at 138.78 kcal/mol. As for the charge: 0. The LUMO energy is 0.513 eV. For the calculated total energy, the calculation gives -630.01722 Ha. The HOMO-LUMO gap is 9.449 eV.

Density functional theory data (wB97M-V/def2-TZVPD) for 2 unconnected molecules or ions with the total composition C7H13NO5PS at a distorted geometry.

Geometry as XYZ:
```
28
Properties=species:S:1:pos:R:3:forces:R:3
C 1.43516 -1.17801 0.39909 0.399 -1.605 0.925
C 2.92694 0.66802 -0.20650 -0.968 1.792 -0.044
C 3.25512 -0.41103 -1.13059 0.247 0.527 -0.191
C 1.84739 -0.27640 -0.67740 -1.614 -0.007 0.608
C -1.13799 -0.09230 1.91701 -2.564 -0.987 0.026
C -2.69014 0.88857 -1.00387 1.790 0.902 3.556
C 0.01564 -1.72710 0.41334 -1.926 0.543 2.160
N -0.96233 -0.56056 0.56331 1.071 -1.827 -1.126
O -1.15732 2.94774 0.67284 1.802 -0.506 0.008
O 2.20038 -1.56728 1.29102 -0.704 0.514 -1.039
O 0.04824 2.17650 -1.38384 0.803 -0.035 0.498
O -1.86022 -1.55747 -1.55479 -0.702 1.442 1.369
O -3.46657 -1.24646 0.35016 1.705 0.904 -0.864
P 0.19154 2.47339 0.10100 -2.548 1.068 -0.409
S -2.30927 -0.71792 -0.41471 -1.122 -2.624 -0.174
H 3.13287 0.65587 0.83851 0.362 -0.446 0.478
H 2.71451 1.67911 -0.55255 0.514 -0.265 -0.280
H 3.34647 -0.03384 -2.12941 0.661 -0.574 -0.522
H 3.80582 -1.22069 -0.69465 0.331 -0.408 -0.429
H 1.03635 0.12790 -1.31552 0.861 -0.333 0.330
H -1.40068 0.90459 1.74014 -0.207 1.898 0.840
H -2.00641 -0.58102 2.46609 0.959 0.165 -0.685
H -0.26350 -0.21326 2.49800 1.075 0.070 0.327
H -3.13636 1.45359 -0.08547 0.929 -0.799 -1.837
H -1.66409 1.28753 -1.27373 -1.400 0.160 -0.258
H -3.40105 0.70858 -1.73705 -1.187 -0.033 -1.599
H -0.13536 -2.34722 1.38553 0.528 0.654 -1.807
H -0.36511 -2.24081 -0.47599 0.907 -0.190 0.138
```
Positions in Å, forces in eV/Å.

The energy above the lowest of the compared OMol25 structures with the same formula, charge and spin comes out at 11.47 kcal/mol. As for the charge: -1. The LUMO energy is 3.301 eV. For the calculated total energy, the calculation gives -1445.07694 Ha. The HOMO-LUMO gap is 8.317 eV.